# 1
# C32H65N7O6PSi

A cluster of 5 separate species, C32H65N7O6PSi in total (ωB97M-V with the def2-TZVPD basis set, OMol25).

XYZ file:
```
112
Properties=species:S:1:pos:R:3:mulliken_charge:R:1
C 3.49294 -2.89881 1.44390 -1.10
Si 4.06902 -2.78378 -0.40939 -0.10
C 5.71335 -3.78920 -0.49979 -1.00
C 4.36298 -0.95621 -0.88271 -0.04
C 3.09860 -0.01397 -0.50711 -0.14
C 2.41115 0.63833 -1.82575 -0.52
C 0.88256 1.07464 -1.54462 -0.19
C -0.09494 -0.22804 -1.61886 0.32
C -1.22728 -0.08337 -2.74446 -0.36
C -2.54807 0.69820 -2.28199 -0.97
C -3.30679 0.03581 -1.01788 -0.46
N -4.52470 -0.67274 -1.53522 0.30
C -4.19899 -1.90204 -2.25216 -0.33
N -3.12210 -2.67796 -2.04750 -0.15
N -5.17278 -2.34911 -3.26196 -0.24
C -6.51613 -2.24181 -2.60143 -0.74
C -6.44065 -2.17788 -0.99164 -0.91
C -5.57382 -0.89628 -0.48402 -0.03
P -4.90176 -1.21214 1.26837 0.26
O -5.72437 -0.06248 2.28478 -0.47
O -5.43394 -2.73088 1.89082 -0.49
C 2.68393 -3.63872 -1.43873 0.59
C 2.17760 -3.16886 -2.82680 -0.18
C 1.05329 -3.92142 -3.62761 -0.49
C 0.42445 -5.20285 -2.98461 -0.44
C 0.89785 -5.70471 -1.58491 -0.60
C 2.01399 -4.90865 -0.83170 -0.26
H 2.38968 -2.58492 1.45181 0.34
H 4.16621 -2.21515 2.06641 0.40
H 3.60025 -4.01401 1.72980 0.27
H 5.44947 -4.88465 -0.23562 0.25
H 6.20807 -3.72803 -1.53149 0.31
H 6.43300 -3.43307 0.32218 0.27
H 5.24407 -0.58797 -0.23087 -0.15
H 4.64645 -0.80009 -1.97866 0.48
H 2.32997 -0.58794 0.13747 0.07
H 3.49857 0.85230 0.13452 0.19
H 2.98650 1.59849 -2.05016 0.37
H 2.50442 -0.07140 -2.73306 0.11
H 0.72617 1.51225 -0.49084 0.34
H 0.56107 1.80361 -2.36817 -0.24
H 0.56311 -1.12639 -1.93465 -0.52
H -0.48300 -0.43787 -0.56616 0.20
H -0.75941 0.54499 -3.59706 0.47
H -1.43833 -1.11216 -3.22140 0.10
H -3.24665 0.78001 -3.19799 0.29
H -2.24065 1.78923 -2.05078 0.27
H -3.68806 0.92622 -0.38581 0.32
H -2.62009 -0.59956 -0.36825 0.59
H -2.66872 -3.09835 -2.88234 0.25
H -2.71698 -2.91121 -1.13286 0.24
H -4.95368 -3.31572 -3.55278 0.36
H -7.05673 -1.31563 -2.99939 0.30
H -7.11608 -3.17231 -2.88029 0.39
H -6.03395 -3.16012 -0.57709 0.43
H -7.49635 -2.01866 -0.56128 0.41
H -6.31364 -0.02582 -0.45199 0.51
H -5.75121 0.75912 1.72841 0.35
H -6.40392 -2.85062 1.74545 0.33
H 2.65085 -2.24583 -3.31293 0.22
H 0.73840 -3.52880 -4.64733 0.36
H -0.38462 -5.76458 -3.56600 0.39
H 0.42067 -6.65210 -1.15286 0.33
H 2.36465 -5.26643 0.20314 0.17
C -7.82473 4.31249 1.09523 -1.35
C -6.43189 3.89437 1.48136 0.83
O -5.69155 3.29395 0.70675 -0.66
N -6.00007 4.20157 2.73261 -0.14
C -6.71582 4.89771 3.78097 -0.85
H -8.02659 3.99926 0.07061 0.30
H -8.55493 3.83580 1.75278 0.37
H -7.91835 5.39906 1.14922 0.38
H -5.05687 3.88971 2.91922 0.23
H -6.14709 5.78998 4.05024 0.29
H -6.77867 4.23854 4.64915 0.29
H -7.71857 5.18738 3.47405 0.33
C -0.52394 5.69286 -2.81064 -1.34
C 0.12711 4.55995 -3.55689 0.82
O -0.37006 3.44056 -3.60658 -0.63
N 1.30499 4.80866 -4.18936 -0.15
C 2.04481 6.05132 -4.24747 -0.88
H -1.45301 5.34352 -2.35956 0.27
H 0.13566 6.04542 -2.01472 0.37
H -0.75861 6.50849 -3.49787 0.38
H 1.68110 4.00186 -4.66806 0.23
H 2.14914 6.33971 -5.29547 0.30
H 3.03656 5.88020 -3.82359 0.29
H 1.55122 6.85153 -3.69999 0.34
C 7.86556 0.73403 3.24592 -1.47
C 7.12351 0.80550 1.93914 0.83
O 6.53352 -0.16101 1.47102 -0.58
N 7.12085 1.99195 1.27259 -0.13
C 7.75260 3.23578 1.65729 -0.90
H 7.77828 -0.27146 3.65798 0.27
H 8.92401 0.95243 3.08827 0.39
H 7.43510 1.43891 3.96040 0.39
H 6.60342 1.96323 0.40499 0.19
H 6.97935 4.00282 1.73797 0.29
H 8.45710 3.51979 0.87262 0.29
H 8.28097 3.15444 2.60483 0.35
C 2.90075 -3.40262 5.62327 -1.02
C 2.84098 -1.97705 6.10204 0.76
O 3.79856 -1.42499 6.62444 -0.65
N 1.67075 -1.29869 5.93748 -0.15
C 0.43776 -1.77220 5.34781 -0.80
H 3.89196 -3.81123 5.82073 0.27
H 2.16472 -4.00805 6.15711 0.37
H 2.71785 -3.44348 4.54692 0.17
H 1.70604 -0.34949 6.28214 0.22
H 0.19483 -1.13009 4.49791 0.26
H -0.35425 -1.68995 6.09559 0.29
H 0.51102 -2.80441 5.01141 0.31
```

net charge	+1
highest occupied orbital energy	-10.47	eV
E_LUMO	-0.132	hartree
Kohn-Sham gap	6.9	eV

***

# 2
# C13H24BaClNO3

A structure of composition C13H24BaClNO3 (ωB97M-V with the def2-TZVPD basis set, OMol25).

XYZ file:
```
43
Properties=species:S:1:pos:R:3:mulliken_charge:R:1
Ba 0.23814 -0.73102 -0.68537 1.74
C 2.17639 -1.17816 2.17056 -0.81
O 1.91965 -0.11307 1.22248 -0.33
C 1.64513 1.15280 1.86294 0.46
C 1.21447 2.11074 0.78708 -1.01
O -0.04674 1.75201 0.21568 -0.21
C -1.21499 2.21520 0.91438 -0.13
C -2.36992 1.61651 0.16491 -0.71
O -2.43075 0.20301 0.35198 -0.16
C -3.23464 -0.08322 1.50615 -0.68
H 2.54811 -0.75413 3.10071 0.42
H 2.91125 -1.84302 1.72302 0.24
H 1.25152 -1.71204 2.39276 0.25
H 2.55885 1.51520 2.33977 0.42
H 0.82734 1.01703 2.58434 -0.27
H 1.93128 2.09659 -0.04297 0.25
H 1.18211 3.13710 1.16183 0.43
H -1.25090 3.30890 0.85522 0.30
H -1.18273 1.85619 1.95171 0.06
H -2.25023 1.81050 -0.90629 0.27
H -3.30980 2.07816 0.48221 0.43
H -4.27529 0.16058 1.28117 0.29
H -2.86294 0.47547 2.36346 0.30
H -3.14197 -1.13737 1.73201 0.10
C 2.43395 -3.48965 -1.08092 -1.33
C 1.15478 -4.04277 -0.52777 0.57
C 0.86426 -5.31275 -0.09609 -0.70
C -0.51047 -5.30338 0.27650 -0.66
C -0.96894 -4.02686 0.05546 0.14
C -2.32751 -3.46991 0.31900 -0.70
N 0.04299 -3.23278 -0.43796 -0.27
H 3.23292 -4.22872 -1.04059 0.30
H 2.80037 -2.61975 -0.51562 0.23
H 2.33763 -3.19020 -2.13229 0.25
H 1.54699 -6.14790 -0.06545 0.42
H -1.08711 -6.12922 0.66308 0.41
H -3.04652 -4.27107 0.48750 0.33
H -2.70269 -2.86548 -0.51392 0.23
H -2.32631 -2.84742 1.21480 -0.09
Cl 0.49800 0.13836 4.92508 -0.35
C -0.91769 0.12672 3.62849 -1.29
H -1.64162 0.72424 4.21150 0.52
H -1.27204 -0.90424 3.79136 0.36
```

ΔE to the lowest compared entry with this formula, charge and spin	1.7925	eV
highest occupied orbital energy	-6.34	eV
E_LUMO	-0.036	hartree
Kohn-Sham gap	5.4	eV

***

# 3
# C4H7ClFN

A structure of composition C4H7ClFN (ωB97M-V with the def2-TZVPD basis set, OMol25).

XYZ file:
```
14
Properties=species:S:1:pos:R:3:mulliken_charge:R:1
C 0.82332 0.76035 0.38180 -0.06
C 1.78644 0.26043 -0.68584 -0.38
C -0.51704 1.27065 -0.34434 -0.55
C -1.76349 0.73695 -0.60411 -0.19
H 1.48098 0.69813 2.56989 0.28
H 1.00203 -1.09362 1.44242 0.26
H 1.31557 1.70930 0.81564 0.23
H 2.80196 0.49210 -0.44939 0.31
H 1.61241 0.89746 -1.55060 0.35
H -0.38014 2.23872 -0.69857 0.39
H -2.69007 1.12595 -0.97737 0.40
N 0.88038 0.03170 1.56769 -0.54
F 1.65327 -1.23051 -0.83101 -0.34
Cl -1.65648 -0.78739 0.16872 -0.17
```

ΔE to the lowest compared entry with this formula, charge and spin	3.8356	eV
highest occupied orbital energy	-8.96	eV
E_LUMO	0.016	hartree
Kohn-Sham gap	9.4	eV

***

# 4
# C9H6BrF2N

A cluster of 2 separate species, C9H6BrF2N in total (ωB97M-V with the def2-TZVPD basis set, OMol25).

XYZ file:
```
19
Properties=species:S:1:pos:R:3:mulliken_spin:R:1
C -1.69644 -1.47723 -0.30846 0.05
C 0.96005 1.56540 0.59021 0.00
C 1.05192 2.05993 -0.74395 0.00
C 1.77578 -0.21512 -1.45600 0.00
C 1.30727 0.21755 0.89567 0.00
C 1.38370 1.07777 -1.71157 0.00
C 1.69757 -0.72769 -0.19945 0.00
C -3.25736 -0.60746 1.29857 0.86
C -2.05685 -1.07740 0.99700 0.57
N -1.31483 -1.72761 -1.36383 0.38
F 1.60156 1.59739 -3.00964 0.00
F -1.02675 -0.96377 1.95317 0.05
Br 1.69837 -2.67609 -0.11493 0.00
H 0.92702 2.29129 1.28887 0.00
H 0.83375 3.19087 -0.84481 0.00
H 2.04853 -0.97807 -2.19783 0.00
H -3.95890 -0.93389 0.60882 0.05
H 1.20751 -0.11323 1.92862 0.00
H -3.18190 -0.50265 2.38952 0.04
```

spin multiplicity	3
highest occupied orbital energy (spin up / spin down)	-7.13 / -9.12	eV
E_LUMO (spin up / spin down)	0.019 / -0.133	hartree
Kohn-Sham gap (spin up / spin down)	7.6 / 5.5	eV

***

# 5
# C4H9NO2

The molecule C4H9NO2 (ωB97M-V with the def2-TZVPD basis set, OMol25).

XYZ file:
```
16
Properties=species:S:1:pos:R:3:mulliken_charge:R:1
C -1.28102 1.14590 -0.10143 -0.87
N -0.68772 0.07296 -0.92125 -0.55
C 0.40242 -0.65162 -0.26972 0.43
C 0.04479 -1.37305 1.02734 -1.38
C 1.54027 0.35956 -0.05095 0.33
O 2.19292 0.44900 0.94590 -0.55
O 1.77648 1.11008 -1.14203 -0.50
H -1.98431 1.66853 -0.74945 0.34
H -0.48095 1.83174 0.19763 0.30
H -1.79876 0.80989 0.80096 0.32
H -1.44724 -0.56679 -1.12274 0.30
H 0.81222 -1.36317 -0.99410 0.33
H -0.81585 -2.02314 0.87820 0.36
H 0.92871 -1.92619 1.35358 0.39
H -0.15910 -0.64656 1.81700 0.33
H 0.95714 1.10285 -1.66893 0.42
```

SMILES	CN[C@H](C)C(=O)O
ΔE to the lowest compared entry with this formula, charge and spin	0.8269	eV
highest occupied orbital energy	-9.86	eV
E_LUMO	0.029	hartree
Kohn-Sham gap	10.6	eV

***

# 6
# C26H62Ba2N2O32P6

A structure of composition C26H62Ba2N2O32P6 (ωB97M-V with the def2-TZVPD basis set, OMol25).

XYZ file:
```
130
Properties=species:S:1:pos:R:3:mulliken_spin:R:1
Ba -0.40970 2.76356 3.99044 0.00
Ba -0.03300 -3.68824 -3.09804 0.00
C -1.28488 -1.17003 0.94702 0.28
C -0.71626 -1.73654 -0.25920 0.09
C 0.74316 -1.18800 -0.72244 0.00
O 1.24590 -1.64370 -1.72850 0.05
C 1.34223 -0.22512 0.12415 0.25
C 0.66742 0.35707 1.14401 -0.03
C -0.69013 -0.09851 1.58145 0.09
O -1.43820 0.53900 2.43636 0.19
O 1.24945 1.34126 1.73248 0.08
O -1.24930 -2.60350 -0.94776 0.04
H -2.28218 -1.45335 1.24952 -0.07
H 2.34431 0.09342 -0.12239 -0.01
C 3.36626 0.09584 -3.01273 -0.01
N 4.37230 1.21557 -2.93711 0.00
O 4.53985 1.79763 -1.85113 0.00
O 5.05821 1.43632 -3.93063 0.00
H 3.13748 0.14799 -4.07719 0.00
H 2.52305 0.37583 -2.38131 0.01
H 3.78318 -0.84890 -2.66379 0.00
C 4.55511 2.25081 1.32901 0.00
N 5.48838 1.69519 2.33479 0.00
O 5.16315 1.60802 3.48072 0.00
O 6.59227 1.34007 1.92869 0.00
H 3.87199 1.40439 1.25823 0.00
H 5.13444 2.42893 0.42304 0.00
H 4.09067 3.09804 1.83359 0.00
C 0.38197 -4.16206 2.06693 0.02
O 1.69217 -4.43968 1.53460 0.00
P 1.74647 -5.30246 0.20758 0.00
O 0.80362 -4.85943 -0.85445 0.00
O 3.31650 -5.19536 -0.26291 0.00
C 3.92408 -3.96527 -0.68079 0.00
O 1.67729 -6.88063 0.70791 0.00
C 0.58139 -7.27330 1.41554 0.00
H 0.32819 -3.08066 2.19255 0.01
H 0.15564 -4.56486 3.05417 0.00
H -0.45455 -4.48596 1.44772 -0.01
H 3.32586 -3.05798 -0.76467 0.00
H 4.34785 -4.00301 -1.68433 0.00
H 4.69490 -3.72583 0.05173 0.00
H 0.86707 -7.42719 2.45612 0.00
H 0.18853 -8.25060 1.13509 0.00
H -0.30057 -6.63428 1.37193 0.00
C -1.16767 -2.31361 4.97540 0.00
O 0.07916 -2.10711 5.69237 0.00
P 1.23093 -1.12435 5.10713 0.00
O 0.71026 0.25037 4.87697 0.00
O 2.31861 -1.25316 6.29858 0.00
C 3.13863 -2.41732 6.42108 0.00
O 1.85240 -2.01901 3.89449 0.00
C 2.82349 -1.57392 2.95430 0.01
H -1.21501 -3.35180 4.64673 0.00
H -1.17472 -1.75304 4.04063 0.01
H -2.05230 -2.00128 5.53036 0.00
H 3.40760 -2.39329 7.47710 0.00
H 4.07449 -2.30659 5.87335 0.00
H 2.53524 -3.30718 6.24175 0.00
H 2.28371 -1.60944 2.00801 0.01
H 3.69712 -2.22450 2.99460 0.00
H 3.19484 -0.58007 3.20422 0.00
C -4.59998 0.55000 -4.54327 0.00
O -3.66128 -0.56518 -4.39558 0.00
P -2.10230 -0.42750 -4.63906 0.00
O -1.31700 -1.67970 -4.41233 0.00
O -1.97142 0.33155 -6.07468 0.00
C -0.81411 0.39761 -6.82642 0.00
O -1.81043 0.72773 -3.53466 0.00
C -0.50240 1.21227 -3.22787 0.01
H -4.38363 1.29383 -5.31010 0.00
H -4.61107 1.03603 -3.56770 0.00
H -5.56748 0.07985 -4.71941 0.00
H -0.15561 1.25033 -6.66104 0.00
H -0.88103 0.38414 -7.91427 0.00
H -0.19258 -0.48252 -6.66151 0.00
H 0.32332 0.73483 -3.75545 0.00
H -0.34012 1.06147 -2.16062 0.00
H -0.51740 2.29340 -3.36577 0.00
C -4.74934 -6.72651 -3.25658 0.00
O -4.95830 -5.35203 -3.37606 0.00
P -3.97448 -4.35358 -2.47307 0.00
O -2.59868 -4.21619 -3.05504 0.00
O -4.81004 -2.93320 -2.30700 0.00
C -4.25634 -1.93532 -1.46844 0.00
O -3.99947 -5.13704 -0.97063 0.00
C -2.81575 -5.44080 -0.16610 0.00
H -4.69065 -7.06970 -4.28948 0.00
H -5.62105 -7.24676 -2.85966 0.00
H -3.86860 -6.99134 -2.67155 0.00
H -5.06305 -1.30229 -1.09883 0.00
H -3.43572 -1.37565 -1.91729 0.00
H -3.87079 -2.40513 -0.56360 0.00
H -2.49084 -4.53498 0.34577 0.00
H -1.96682 -5.75831 -0.77159 0.00
H -3.02513 -6.22791 0.55827 0.00
C 4.02038 6.23856 2.23010 0.00
O 3.13737 5.78197 1.24303 0.00
P 1.57834 5.55161 1.65231 0.00
O 1.39028 4.58682 2.75539 0.00
O 0.93883 5.16550 0.23250 0.00
C 1.36587 4.03028 -0.48331 0.00
O 0.98825 7.02841 1.88672 0.00
C 1.36572 8.11463 0.98698 0.00
H 4.56592 7.10904 1.86573 0.00
H 4.81133 5.49305 2.31217 0.00
H 3.63264 6.55065 3.19982 0.00
H 0.63983 3.25463 -0.23976 0.00
H 2.38767 3.74150 -0.23700 0.00
H 1.40808 4.17883 -1.56232 0.00
H 2.29750 8.50516 1.39611 0.00
H 0.59158 8.88176 0.96916 0.00
H 1.49362 7.79329 -0.04669 0.00
C -2.76650 2.02410 -0.43012 -0.01
O -2.12485 3.27815 -0.61564 0.00
P -2.41136 4.41221 0.52447 0.00
O -1.76861 4.15427 1.82125 0.00
O -4.01233 4.59046 0.57312 0.00
C -4.74873 5.00303 -0.59913 0.00
O -1.92819 5.81504 -0.22658 0.00
C -1.99746 6.97017 0.60847 0.00
H -2.87570 1.79690 0.63032 0.00
H -2.26033 1.26376 -1.02493 0.01
H -3.80062 2.17413 -0.74026 0.00
H -5.39235 4.23307 -1.02458 0.00
H -4.05769 5.37392 -1.35611 0.00
H -5.39682 5.81514 -0.26964 0.00
H -1.15056 7.61179 0.36519 0.00
H -1.88412 6.85831 1.68678 0.00
H -2.91574 7.48932 0.33401 0.00
```

spin multiplicity	2
net charge	+3
highest occupied orbital energy (spin up / spin down)	-15.97 / -15.90	eV
E_LUMO (spin up / spin down)	-0.315 / -0.394	hartree
Kohn-Sham gap (spin up / spin down)	7.4 / 5.2	eV

***

Result set for max |F|: 4.677, 0.677, 6.152, 10.950, 0.699, 5.442 eV Å⁻¹, one per record in the order listed.